11
Properties=species:S:1:pos:R:3:forces:R:3 method="wB97M-V/def2-TZVPD" smiles=CN.N homo_lumo_gap_ev=10.4 relative_energy_ev=0.354 homo_energy_ha=-0.3475 e_lumo_ev=0.96
C -1.22973 -0.58812 -0.04229 -1.838 2.212 0.844
N -0.69041 0.86720 -0.05100 -1.254 -1.853 -2.456
H -2.22708 -0.67627 -0.59828 1.736 -0.010 0.224
H -0.47280 -1.28670 -0.31908 0.316 -0.415 -0.527
H -1.55334 -0.79652 0.99190 0.400 -0.170 -0.271
H -1.30198 1.40664 -0.69856 0.794 -0.426 0.840
H -0.82385 1.22106 0.85230 -0.270 0.772 1.347
N 2.38078 0.02257 -0.02672 -0.636 1.808 1.207
H 1.92546 -0.23985 0.85012 0.390 -0.250 -0.136
H 1.75187 0.80091 -0.30896 0.614 -0.824 -0.208
H 2.24107 -0.73092 -0.64943 -0.252 -0.844 -0.864

17
Properties=species:S:1:pos:R:3:forces:R:3 method="wB97M-V/def2-TZVPD" smiles="C=C/C=C(/C)C=C" homo_lumo_gap_ev=9.3 relative_energy_ev=1.933 homo_energy_ha=-0.3110 e_lumo_ev=0.84
C -1.11798 1.59995 2.43756 -0.525 0.481 -0.670
C -0.83267 1.26958 1.18237 0.971 0.082 0.082
C 0.39296 0.54726 0.79693 0.443 -0.340 0.159
C 0.46569 -0.42775 -0.11376 -0.286 0.540 -0.848
C 1.78486 -1.05146 -0.52039 -0.470 0.524 -0.014
C -0.72095 -0.68715 -0.95854 0.131 -1.121 0.235
C -0.67609 -0.97645 -2.25499 -0.120 0.615 -0.269
H -0.46731 1.39257 3.27393 -0.067 -0.212 0.064
H -2.03250 2.16563 2.58302 0.146 -0.002 0.419
H -1.41901 1.64448 0.35468 -0.501 -0.209 0.078
H 1.33912 0.85611 1.24267 -0.224 -0.091 0.361
H 2.41960 -0.26982 -0.93610 0.294 -0.043 0.173
H 1.63978 -1.77263 -1.31551 0.028 -0.327 0.124
H 2.24306 -1.50986 0.34995 0.276 -0.093 -0.083
H -1.67937 -0.77079 -0.46243 -0.151 0.575 0.052
H 0.24813 -1.03039 -2.81709 0.049 0.051 0.045
H -1.58732 -0.97927 -2.84228 0.007 -0.431 0.091

62
Properties=species:S:1:pos:R:3:forces:R:3 method="wB97M-V/def2-TZVPD" smiles="C[C@](C#N)(c1ccccc1)[C@@H](C1=C([O-])c2ccccc2C1=O)c1cc2c3c(c1)CCCN3CCC2" homo_lumo_gap_ev=6.6 relative_energy_ev=0.524 homo_energy_ha=-0.1416 total_charge=-1 e_lumo_ev=2.73
C -1.94310 0.07113 2.68530 0.007 -0.622 -1.093
C -0.69873 -0.85865 2.52713 -1.006 -1.494 1.501
C -1.11223 -2.26455 2.69548 -1.957 -1.656 -0.127
N -1.62594 -3.31453 2.57572 1.149 2.273 0.730
C 0.43727 -0.46628 3.46526 0.282 0.113 0.031
C 0.58165 0.84350 4.02661 0.000 -0.795 -1.063
C 1.87468 1.34483 4.17537 -0.243 -0.304 0.626
C 2.96794 0.49455 4.00120 0.220 0.548 -0.137
C 2.79938 -0.85674 3.74766 -0.721 0.145 0.728
C 1.51880 -1.36566 3.57262 -0.080 0.469 -0.367
C -0.07525 -1.08022 0.82054 0.572 2.730 1.579
C -0.09064 -2.31124 0.04894 0.525 -1.514 -0.209
C -0.03843 -2.45763 -1.42743 -0.266 1.002 1.474
O -0.20516 -1.60929 -2.30530 0.007 -0.626 -0.137
C 0.42954 -3.86546 -1.69096 0.660 -0.582 -0.025
C 0.85795 -4.46505 -2.87690 -0.481 0.083 0.478
C 1.37067 -5.76629 -2.79449 -0.006 -0.266 0.612
C 1.49000 -6.42203 -1.54977 -0.113 0.116 -0.314
C 1.16578 -5.77216 -0.35738 -0.421 0.448 -0.204
C 0.64716 -4.49132 -0.45851 0.682 -0.663 -0.949
C 0.57921 -3.47741 0.60923 -0.512 1.163 -0.021
O 1.17719 -3.61194 1.68314 -0.280 -0.107 -0.340
C -0.60540 0.15020 0.14258 -0.547 0.269 0.272
C -1.59763 0.20026 -0.86667 0.541 0.120 0.323
C -1.65443 1.31264 -1.72363 1.022 0.271 1.200
C -0.83481 2.43823 -1.40234 -0.169 -1.339 1.339
C -0.05973 2.47519 -0.20691 -0.942 -1.267 -0.265
C -0.04962 1.34943 0.60736 0.202 -0.505 -1.168
C 0.84297 3.58839 0.16465 0.098 0.696 0.435
C 0.98650 4.60795 -0.97065 0.489 -0.234 0.437
C -0.33473 4.78383 -1.67745 -0.297 -0.203 0.016
N -0.84022 3.53969 -2.20059 0.622 0.937 -1.570
C -1.88072 3.67660 -3.18363 -0.252 0.010 -0.044
C -2.07497 2.39712 -3.98104 0.017 -0.575 0.138
C -2.39746 1.23253 -3.02817 -0.597 -0.219 0.142
H -1.74561 1.03167 2.19226 -0.152 -0.240 0.239
H -2.69891 -0.45789 2.09754 -0.293 0.455 0.061
H -2.36608 0.26493 3.68631 0.647 -0.468 -0.155
H -0.29775 1.45826 4.25670 0.392 -0.142 -0.541
H 2.01975 2.39025 4.46009 0.008 -0.358 0.003
H 3.96653 0.90183 4.08073 0.089 0.038 0.029
H 3.64059 -1.51887 3.72596 0.362 -0.232 -0.048
H 1.35877 -2.43037 3.38726 0.079 0.489 -0.310
H 0.94496 -0.84764 1.25404 -0.672 -0.391 -1.277
H 0.78390 -3.92778 -3.82564 0.008 -0.191 0.294
H 1.68724 -6.28085 -3.69830 -0.031 0.044 0.118
H 1.85167 -7.44446 -1.48650 0.074 0.090 -0.256
H 1.28441 -6.19491 0.64181 0.190 -0.052 -0.386
H -2.34165 -0.61863 -0.95492 1.030 0.274 -0.420
H 0.44344 1.31830 1.59447 0.269 0.245 -0.915
H 1.80944 3.15827 0.48449 -0.265 0.367 -0.275
H 0.41501 4.05616 1.06586 0.214 0.223 -0.166
H 1.75777 4.27670 -1.67273 -0.182 -0.086 -0.086
H 1.33526 5.55641 -0.56607 -0.042 0.191 -0.023
H -0.24847 5.46965 -2.51396 0.090 0.218 -0.112
H -1.07849 5.19913 -0.98701 -0.061 0.274 0.275
H -2.82850 3.96300 -2.69275 -0.105 -0.062 -0.055
H -1.60271 4.50047 -3.83885 -0.022 0.079 -0.132
H -2.88025 2.49622 -4.71673 0.063 0.167 0.120
H -1.16551 2.16803 -4.55039 -0.028 0.111 0.207
H -2.17776 0.24922 -3.47836 0.020 0.433 0.014
H -3.47449 1.21327 -2.79231 0.113 0.100 -0.233

41
Properties=species:S:1:pos:R:3:forces:R:3 method="wB97M-V/def2-TZVPD" smiles="CNC(=O)CCC=O.O.O.O.O.O.O.O.O" homo_lumo_gap_ev=10.7 relative_energy_ev=2.227 homo_energy_ha=-0.3893 e_lumo_ev=0.13
C 1.21067 2.97423 1.50668 -0.149 -1.939 -0.434
N 0.33183 2.47662 0.44017 0.086 0.095 -0.580
C -0.25014 1.26396 0.33224 0.735 1.663 -0.607
O -0.74360 0.90281 -0.74792 -0.065 0.043 0.543
C -0.29685 0.42085 1.52198 -0.744 -2.108 1.475
C -1.34707 0.90301 2.62374 2.875 0.233 0.734
C -2.63066 0.30252 2.27534 -0.258 -0.474 -1.320
O -3.52911 0.82149 1.66119 -0.091 0.292 1.042
H 1.82083 3.75454 1.09894 -0.132 0.798 0.078
H 0.59580 3.20804 2.36630 0.357 0.520 0.264
H 1.92917 2.17333 1.74225 -0.315 0.244 0.346
H 0.37409 2.97193 -0.43884 -0.037 0.055 0.044
H -0.56165 -0.56815 1.08945 -0.304 0.342 0.593
H 0.63877 0.18894 2.06005 -0.206 0.836 -0.681
H -0.92792 0.48242 3.55712 -0.594 -0.198 -0.303
H -1.19535 1.97057 2.78989 -0.865 0.145 -0.468
H -2.52789 -0.80048 2.36911 -0.738 0.015 0.236
O -0.19645 1.73933 -3.17674 0.216 0.478 -0.668
H -0.54443 1.13417 -3.85236 0.067 0.180 0.819
H -0.43478 1.49763 -2.25910 -0.830 -0.515 -0.341
O -2.09663 -2.68325 -1.47540 0.101 -0.224 0.067
H -1.17439 -2.53681 -1.22081 -0.387 0.666 -0.390
H -2.60689 -1.93054 -1.12637 0.243 -0.065 -0.038
O 0.07056 -4.34411 -0.82166 0.736 0.163 0.243
H 0.66380 -3.58814 -0.97990 -0.615 -0.485 -0.110
H -0.80542 -3.95852 -0.72270 -0.194 -0.440 -0.035
O 2.56193 -0.28100 1.47502 -0.868 -0.046 0.237
H 3.41452 -0.49396 1.84461 0.543 0.011 -0.349
H 2.63977 0.19310 0.64277 0.654 -0.057 -0.192
O 2.22585 1.33442 -1.99571 -0.288 -0.089 1.132
H 1.33946 1.59369 -2.31338 0.650 -0.189 -0.619
H 2.86515 1.62334 -2.63717 0.153 0.184 -0.455
O 2.94406 -2.98025 -0.41806 0.284 0.025 0.050
H 2.16045 -2.71069 0.06435 -0.006 -0.051 0.199
H 2.63128 -3.21979 -1.29479 0.048 0.052 -0.112
O 0.68536 -1.52691 -1.67556 0.233 -1.305 -0.426
H 0.03137 -1.00796 -2.14533 -0.055 0.446 0.345
H 0.94234 -1.11660 -0.85690 -0.081 0.844 0.069
O -3.24974 -0.43834 -0.55458 -0.758 0.406 -0.203
H -4.10863 -0.17612 -0.20922 -0.368 -0.650 0.157
H -2.84944 0.43067 -0.53871 0.970 0.096 -0.342

43
Properties=species:S:1:pos:R:3:forces:R:3 method="wB97M-V/def2-TZVPD" homo_lumo_gap_ev=7.7 homo_energy_ha=-0.1832 total_charge=-1 e_lumo_ev=2.73
N 4.15742 2.07990 -1.04357 -0.762 -0.542 0.219
C 2.93260 1.26816 -1.51209 -0.600 0.301 1.335
C 1.94276 1.09557 -0.20937 0.112 -0.769 1.038
C 0.41368 0.63421 -0.57202 -0.661 0.640 -1.449
O -0.55585 0.34714 0.49591 2.560 0.855 -0.839
B -1.84953 -0.12474 -0.11309 1.880 1.163 -1.717
C -2.90885 1.11797 -0.31827 -1.718 0.084 0.140
C -3.35117 1.87967 1.07403 -0.041 0.334 0.217
C -2.21648 2.92504 1.65556 -0.175 -1.331 0.717
S -1.81471 4.34543 0.46868 0.350 -0.424 -0.130
P -2.33235 -1.57244 1.06589 0.330 0.966 4.123
O -2.14212 -1.02959 2.54354 -0.819 -1.539 -2.602
O -1.35185 -0.67382 -1.42155 1.279 0.237 -0.980
C 0.13713 -0.61466 -1.59528 -3.588 -1.013 0.555
O 0.33230 -0.38401 -3.04420 -0.755 -0.075 1.259
C 0.56742 -2.14138 -1.18787 0.989 -1.183 -0.628
C 1.57738 -2.26757 0.09597 0.209 0.229 0.108
C 1.68309 -3.78605 0.73096 0.924 -3.588 -2.915
N 1.62717 -3.87755 2.26846 -0.118 1.130 -1.732
O 1.83844 -4.88526 -0.01422 -1.080 6.747 4.685
H 4.64623 1.56282 -0.26694 -0.902 0.694 -1.086
H 3.85276 2.99822 -0.64291 0.202 -1.285 -0.467
H 3.31888 0.21369 -1.86776 -0.954 2.240 0.469
H 2.33019 1.84882 -2.34141 1.527 -1.291 1.459
H 2.50152 0.33799 0.52399 -1.339 1.529 -1.473
H 1.90187 2.12042 0.39301 -0.056 -2.059 -1.432
H 0.02911 1.55893 -1.21915 0.580 -1.730 1.148
H -2.46899 1.83371 -1.14056 -0.914 -1.077 1.693
H -3.90563 0.65814 -0.76911 1.809 1.039 0.703
H -4.36403 2.49809 0.94858 2.203 -1.183 0.071
H -3.57034 1.08831 1.93430 0.693 1.538 -1.837
H -1.21598 2.40153 1.97771 -2.124 0.813 -0.822
H -2.67641 3.41629 2.63082 1.060 -0.610 -2.170
H -0.89854 3.91897 -0.52903 -1.111 -0.228 1.515
H -3.67914 -2.09142 0.82491 0.819 -0.085 0.029
H -1.45195 -2.73739 0.91488 -0.850 0.501 -0.293
H -0.56511 -0.39797 -3.50329 1.477 -0.023 1.571
H 1.08462 -2.61332 -2.15363 -0.926 0.984 2.206
H -0.38079 -2.83118 -0.98271 1.961 1.934 -0.510
H 1.24327 -1.53992 0.96658 0.526 -1.552 -1.837
H 2.64946 -1.90611 -0.26659 -2.046 -0.995 0.915
H 0.66201 -3.53885 2.52238 1.123 -0.367 -0.307
H 2.27053 -3.13576 2.67847 -1.076 -1.010 -0.955